Molecular formula: C21H28N4O3
Method: DFT, ωB97M-V/def2-TZVPD

```
56
Properties=species:S:1:pos:R:3:nbo_charge:R:1
C 1.560 4.766 0.297 -0.256
O 2.221 4.042 1.319 -0.547
C 2.098 2.670 1.206 0.365
C 0.983 2.028 1.758 -0.059
C -0.088 2.820 2.441 -0.650
C 0.876 0.653 1.645 -0.206
C 1.858 -0.096 0.999 -0.111
C 1.781 -1.563 0.821 0.660
O 2.770 -2.244 0.654 -0.569
C 0.397 -2.192 0.794 -0.362
C 0.219 -3.182 1.954 -0.393
C -1.138 -3.876 1.853 -0.407
C -1.328 -4.513 0.474 -0.224
N -1.119 -3.515 -0.559 -0.440
C -2.201 -2.884 -1.083 0.691
O -3.334 -3.288 -0.902 -0.637
C -1.914 -1.661 -1.944 -0.507
C -3.192 -0.874 -2.222 -0.394
C -2.888 0.427 -2.972 -0.213
N -1.998 1.269 -2.218 -0.179
C -2.270 2.180 -1.271 0.176
N -1.155 2.675 -0.782 -0.507
C -0.198 2.019 -1.469 0.133
N -0.670 1.162 -2.341 -0.294
C 0.217 -2.971 -0.522 -0.200
C 2.981 0.560 0.499 -0.189
C 3.115 1.935 0.589 -0.081
C 4.322 2.622 0.027 -0.637
H 1.598 5.813 0.596 0.195
H 2.073 4.645 -0.664 0.167
H 0.520 4.449 0.185 0.197
H -0.866 3.073 1.719 0.245
H -0.539 2.242 3.245 0.214
H 0.322 3.741 2.846 0.229
H 0.025 0.170 2.101 0.208
H -0.379 -1.425 0.843 0.208
H 0.300 -2.656 2.908 0.212
H 1.024 -3.918 1.907 0.214
H -1.224 -4.643 2.624 0.216
H -1.936 -3.146 2.010 0.203
H -2.341 -4.901 0.365 0.246
H -0.609 -5.324 0.324 0.191
H -1.202 -1.011 -1.436 0.229
H -1.463 -1.987 -2.884 0.230
H -3.687 -0.648 -1.276 0.213
H -3.880 -1.478 -2.814 0.229
H -3.810 0.979 -3.165 0.215
H -2.391 0.204 -3.919 0.224
H -3.260 2.460 -0.973 0.207
H 0.850 2.172 -1.316 0.206
H 0.413 -2.337 -1.385 0.219
H 0.932 -3.798 -0.545 0.217
H 3.749 -0.030 0.021 0.227
H 4.449 3.597 0.490 0.233
H 4.212 2.760 -1.050 0.219
H 5.213 2.023 0.199 0.223
```

The value obtained for the energy above the lowest of the compared OMol25 structures with the same formula, charge and spin is 44.14 kcal/mol. As for the SMILES: COc1c(C)cc(C(=O)[C@@H]2CCCN(C(=O)CCCn3cncn3)C2)cc1C. As for the largest force on an atom: 0.0176 Eh/bohr. The HOMO-LUMO gap comes out at 9.46 eV.

Molecular formula: C21H28N6O4S
Method: DFT, ωB97M-V/def2-TZVPD

```
60
Properties=species:S:1:pos:R:3:nbo_charge:R:1
C 2.447 -1.437 5.004 -0.608
C 2.314 -1.965 3.580 -0.390
C 1.246 -1.226 2.773 -0.428
C 1.625 0.239 2.529 -0.237
N 0.962 0.780 1.350 -0.442
C -0.402 0.877 1.285 0.487
N -1.130 0.664 2.412 -0.808
C -1.031 1.126 0.083 -0.165
N -2.449 1.165 0.030 -0.445
C -3.071 2.469 -0.098 -0.255
C -2.899 3.300 1.183 -0.074
O -3.260 2.612 2.360 -0.564
C -4.652 2.389 2.514 -0.269
C -3.237 0.066 0.137 0.687
O -4.447 0.143 0.235 -0.633
C -2.542 -1.279 0.061 -0.616
S -2.148 -1.582 -1.698 0.292
C -0.410 -1.515 -1.663 0.233
N 0.366 -1.763 -0.643 -0.547
C 1.648 -1.657 -1.139 0.137
C 2.880 -1.843 -0.523 -0.210
C 4.013 -1.649 -1.282 -0.210
C 3.965 -1.276 -2.631 -0.015
C 5.247 -1.061 -3.377 -0.623
C 2.744 -1.113 -3.262 -0.249
C 1.600 -1.312 -2.509 0.096
N 0.264 -1.242 -2.815 -0.544
C -0.280 1.412 -1.103 0.655
O -0.719 1.654 -2.211 -0.632
N 1.099 1.429 -0.878 -0.644
C 1.769 1.087 0.262 0.814
O 2.975 1.091 0.330 -0.620
H 3.161 -2.037 5.562 0.215
H 2.797 -0.408 5.008 0.199
H 1.490 -1.482 5.520 0.200
H 3.277 -1.881 3.072 0.197
H 2.048 -3.023 3.616 0.208
H 0.292 -1.301 3.296 0.200
H 1.124 -1.708 1.801 0.241
H 1.413 0.869 3.398 0.191
H 2.694 0.309 2.311 0.263
H -0.649 0.723 3.293 0.395
H -2.060 1.076 2.412 0.440
H -2.614 2.999 -0.937 0.225
H -4.128 2.299 -0.310 0.238
H -1.844 3.558 1.320 0.189
H -3.480 4.227 1.088 0.180
H -5.024 1.653 1.796 0.211
H -4.784 2.009 3.525 0.191
H -5.205 3.326 2.402 0.167
H -3.240 -2.053 0.374 0.253
H -1.605 -1.348 0.607 0.278
H 2.949 -2.136 0.511 0.213
H 4.981 -1.780 -0.822 0.208
H 5.058 -0.813 -4.418 0.211
H 5.812 -0.247 -2.922 0.221
H 5.866 -1.956 -3.338 0.218
H 2.682 -0.839 -4.305 0.212
H -0.157 -0.959 -3.683 0.433
H 1.685 1.632 -1.680 0.434
```

The value obtained for the energy above the lowest of the compared OMol25 structures with the same formula, charge and spin is 0.00 kcal/mol. As for the SMILES: CCCCn1c(N)c(N(CCOC)C(=O)CSc2nc3ccc(C)cc3[nH]2)c(=O)[nH]c1=O. As for the largest force on an atom: 0.0150 Eh/bohr. The HOMO-LUMO gap comes out at 8.44 eV.

Molecular formula: C21H28O21
Method: DFT, ωB97M-V/def2-TZVPD

```
70
Properties=species:S:1:pos:R:3:nbo_charge:R:1
O -1.618 6.539 1.750 -0.596
C -1.694 7.568 2.425 0.979
O -1.134 8.769 2.119 -0.510
C -1.702 9.834 2.890 -0.096
C -2.325 9.024 4.002 -0.096
O -2.427 7.786 3.400 -0.463
H -0.898 10.490 3.222 0.200
H -2.430 10.421 2.330 0.187
H -3.298 9.458 4.234 0.203
H -1.726 8.949 4.910 0.194
O 0.209 -15.233 1.186 -0.585
C -0.208 -14.185 0.711 0.968
O 0.236 -12.984 1.084 -0.480
C -0.515 -11.931 0.405 -0.104
C -1.564 -12.715 -0.424 -0.097
O -1.280 -14.073 -0.084 -0.483
H -1.055 -11.299 1.110 0.198
H 0.086 -11.313 -0.261 0.200
H -1.482 -12.649 -1.509 0.189
H -2.602 -12.422 -0.262 0.196
O 5.202 2.158 -1.699 -0.594
C 5.188 3.393 -1.759 0.966
O 6.120 4.196 -1.202 -0.486
C 5.802 5.585 -1.430 -0.101
C 4.714 5.460 -2.433 -0.104
O 4.347 4.092 -2.438 -0.460
H 5.448 6.071 -0.521 0.192
H 6.596 6.154 -1.914 0.201
H 4.974 5.843 -3.419 0.190
H 3.868 6.097 -2.172 0.196
O -1.059 2.096 6.503 -0.588
C 0.106 2.107 5.999 0.971
O 0.875 3.179 5.957 -0.474
C 2.142 2.891 5.401 -0.102
C 1.939 1.523 4.703 -0.093
O 0.756 1.046 5.322 -0.497
H 2.211 3.627 4.600 0.197
H 2.948 2.986 6.129 0.197
H 2.828 0.914 4.871 0.200
H 1.763 1.657 3.636 0.189
O -7.290 4.188 -4.639 -0.600
C -7.589 4.740 -5.703 0.969
O -8.468 5.679 -5.860 -0.471
C -8.445 6.162 -7.247 -0.103
C -7.399 5.237 -7.955 -0.093
O -7.008 4.447 -6.863 -0.492
H -9.431 6.080 -7.702 0.198
H -8.190 7.222 -7.238 0.197
H -6.571 5.804 -8.380 0.200
H -7.910 4.549 -8.630 0.195
O 8.337 -6.663 3.209 -0.570
C 7.195 -6.831 2.847 0.969
O 6.126 -6.195 3.307 -0.486
C 4.916 -6.576 2.611 -0.094
C 5.392 -7.820 1.956 -0.107
O 6.770 -7.832 1.979 -0.486
H 4.025 -6.672 3.233 0.213
H 4.815 -5.776 1.878 0.189
H 5.041 -8.033 0.946 0.199
H 4.978 -8.684 2.475 0.173
O -0.587 -3.654 -1.365 -0.596
C -1.154 -2.611 -1.753 0.960
O -2.424 -2.614 -2.121 -0.465
C -2.713 -1.374 -2.629 -0.105
C -1.639 -0.479 -2.033 -0.089
O -0.660 -1.360 -1.732 -0.469
H -2.624 -1.369 -3.716 0.182
H -3.624 -0.909 -2.253 0.203
H -1.962 0.087 -1.159 0.185
H -1.246 0.149 -2.833 0.194
```

The value obtained for the energy above the lowest of the compared OMol25 structures with the same formula, charge and spin is 86.57 kcal/mol. As for the SMILES: O=C1OCCO1.O=C1OCCO1.O=C1OCCO1.O=C1OCCO1.O=C1OCCO1.O=C1OCCO1.O=C1OCCO1. As for the largest force on an atom: 0.1340 Eh/bohr. The HOMO-LUMO gap comes out at 11.02 eV.

Number 1: E_HOMO -9.02 eV, calculated total energy -1261.792757 Eh. Number 2: E_HOMO -7.87 eV, calculated total energy -1844.822994 Eh. Number 3: E_HOMO -10.78 eV, calculated total energy -2396.980390 Eh.